Molecular formula: C24H39F8N5O3S
Method: DFT, the ωB97M-V functional and the def2-TZVPD basis

Values from the calculation:
HOMO   -0.3160 Ha

Positions of all 80 atoms, in Å:
S  1.982  -2.479  -1.319
F  1.737  6.073  -0.110
F  3.924  3.204  0.720
F  5.772  4.934  -0.811
F  1.743  2.653  -0.867
F  4.412  5.728  0.692
F  2.177  4.407  -2.063
F  0.114  4.642  -0.341
F  4.294  2.998  -1.403
O  1.122  3.133  1.739
O  1.697  -5.789  -0.046
O  -7.464  0.737  -1.637
N  -2.238  1.424  -0.545
N  3.381  -2.001  -0.686
N  -5.171  2.328  -0.842
N  1.652  -8.607  -0.710
N  0.963  -1.638  -0.423
C  1.388  4.787  0.094
C  -6.369  0.920  -2.514
C  3.745  3.794  -0.466
C  -0.333  0.228  1.687
C  1.721  1.514  3.434
C  1.137  -0.037  1.457
C  3.696  -8.222  0.555
C  -1.405  0.209  -0.585
C  -6.192  3.468  -2.737
C  -8.632  1.462  -1.966
C  2.912  -7.857  -0.701
C  2.116  -5.470  1.268
C  1.671  -0.916  0.447
C  2.694  -6.348  -0.880
C  2.070  0.584  2.283
C  0.894  2.751  3.086
C  2.244  3.883  -0.817
C  4.479  5.151  -0.523
C  3.088  -1.146  0.285
C  3.997  -0.476  1.150
C  1.434  4.493  1.575
C  -5.532  2.180  -2.251
C  -1.358  -0.458  0.790
C  3.467  0.353  2.108
H  -8.758  1.550  -3.050
H  -0.562  0.018  2.733
H  -6.983  3.798  -2.063
H  -5.456  4.271  -2.783
H  -2.006  1.983  -1.356
H  3.501  -8.190  -1.561
H  2.343  -6.177  -1.901
H  -6.712  0.885  -3.558
H  -0.165  2.522  3.193
H  1.254  0.951  4.241
H  -6.620  3.346  -3.735
H  1.035  -8.181  -0.024
H  -4.614  1.528  -0.556
H  3.081  -8.158  1.452
H  -8.626  2.459  -1.518
H  1.992  -6.318  1.946
H  -2.006  2.003  0.253
H  5.057  -0.646  1.051
H  -9.484  0.916  -1.560
H  -4.602  2.058  -2.816
H  2.435  4.682  1.963
H  -1.148  -1.515  0.690
H  4.156  0.846  2.779
H  -5.726  0.051  -2.358
H  0.720  5.157  2.062
H  3.636  -5.796  -0.766
H  2.673  1.863  3.826
H  4.059  5.815  -1.272
H  4.562  -7.570  0.685
H  3.157  -5.133  1.286
H  -0.379  0.472  -0.851
H  -2.359  -0.356  1.208
H  1.180  -8.461  -1.597
H  1.101  3.545  3.801
H  -0.495  1.295  1.569
H  4.055  -9.249  0.486
H  1.481  -4.659  1.625
H  -1.774  -0.464  -1.354
H  -6.029  2.266  -0.298